Entry 1:
Formula: C9H9ClO2
Source: OMol25
Level of theory: ωB97M-V/def2-TZVPD

## Properties
Energy   -958.92775 a.u.
F_max   5.2 eV Å⁻¹
E_LUMO   0.61 eV
ΔE to the lowest compared entry with this formula, charge and spin   150.65 kJ/mol
HOMO energy   -8.662 eV

Last column: Löwdin charge in e.
CARTESIAN COORDINATES (ANGSTROEM)
1 C 2.495 -0.574 0.841  -0.10
2 C 2.451 -1.170 -0.419  -0.01
3 C 1.450 0.123 1.412  -0.02
4 C 1.163 -1.109 -1.053  0.00
5 C 0.146 0.163 0.810  -0.15
6 C 0.138 -0.494 -0.400  -0.13
7 C -0.992 1.053 1.181  -0.21
8 C -1.302 -0.407 -1.095  -0.41
9 C -2.284 0.151 -0.085  -0.59
10 O -0.852 2.375 0.896  0.06
11 O -1.426 0.261 -2.323  -0.03
12 Cl -2.961 -1.131 0.786  0.68
13 H 3.371 -0.631 1.390  0.08
14 H 3.249 -1.638 -0.847  0.07
15 H 1.746 0.677 2.414  0.15
16 H 0.936 -1.501 -1.971  0.09
17 H -1.567 0.883 2.050  0.10
18 H -1.683 -1.449 -1.365  0.14
19 H -3.068 0.880 -0.513  0.13
20 H -0.022 2.396 0.570  0.04
21 H -0.989 1.142 -2.277  0.12


Entry 2:
Formula: C9H9F2N3O
Source: OMol25
Level of theory: ωB97M-V/def2-TZVPD

## Properties
Energy   -787.41605 a.u.
F_max   4.0 eV Å⁻¹
E_LUMO (spin up / spin down)   -0.24 / -1.04 eV
ΔE to the lowest compared entry with this formula, charge and spin   200.19 kJ/mol
HOMO energy (spin up / spin down)   -7.781 / -7.665 eV

Last column: Löwdin charge in e.
CARTESIAN COORDINATES (ANGSTROEM)
1 C 0.441 1.471 1.766  -0.22
2 C 2.959 0.177 -1.255  -0.09
3 C 2.310 -0.822 -0.495  -0.19
4 C 1.565 -0.417 0.587  -0.18
5 C -0.875 0.253 -0.595  -0.25
6 C 1.803 1.943 -0.334  -0.18
7 C 1.124 0.923 0.634  -0.13
8 C -2.972 -0.843 -0.906  0.00
9 C -1.745 -1.197 1.224  -0.03
10 N -0.127 1.914 2.659  0.16
11 N 2.830 1.426 -1.118  0.06
12 N -1.730 -0.608 -0.109  -0.12
13 O -0.702 0.812 -1.616  0.14
14 F 2.465 -2.127 -0.761  0.09
15 F 1.156 -1.283 1.565  0.08
16 H 3.584 -0.161 -1.960  0.09
17 H 1.056 2.440 -0.921  0.11
18 H 2.219 2.945 0.111  0.16
19 H -3.831 -0.466 -0.401  0.08
20 H -2.857 -0.449 -1.837  0.05
21 H -3.246 -1.964 -0.962  0.13
22 H -2.776 -1.256 1.525  0.09
23 H -1.161 -2.095 1.129  0.10
24 H -1.489 -0.617 2.068  0.07


Entry 3:
Formula: C9H9F2NO3
Source: OMol25
Level of theory: ωB97M-V/def2-TZVPD

## Properties
Energy   -828.36767 a.u.
F_max   4.6 eV Å⁻¹
E_LUMO   -0.29 eV
ΔE to the lowest compared entry with this formula, charge and spin   115.51 kJ/mol
HOMO energy   -8.913 eV

Last column: Löwdin charge in e.
CARTESIAN COORDINATES (ANGSTROEM)
1 C -1.153 0.767 -1.373  -0.04
2 C 0.741 1.761 -0.367  -0.01
3 C -1.394 0.040 -0.213  -0.03
4 C 0.676 0.847 0.644  -0.04
5 C -0.043 1.572 -1.553  -0.23
6 C -0.440 0.061 0.764  -0.23
7 C 0.202 2.304 -2.873  -0.07
8 C -0.704 -0.791 1.979  -0.16
9 C -0.123 -2.640 1.320  -0.45
10 N 1.097 -2.251 0.790  -0.36
11 O 1.954 -1.952 1.600  0.08
12 O 1.205 -2.032 -0.394  0.12
13 O 0.023 -0.612 3.061  0.03
14 F -1.060 -3.123 0.546  0.17
15 F -0.042 -3.326 2.426  0.17
16 H -1.953 0.599 -2.189  0.14
17 H 1.485 2.492 -0.538  0.10
18 H -2.204 -0.580 -0.009  0.10
19 H 1.399 0.931 1.454  0.12
20 H 0.678 1.719 -3.657  0.06
21 H -0.649 2.742 -3.491  0.10
22 H 1.048 3.040 -2.968  0.08
23 H -1.765 -1.116 2.187  0.17
24 H 1.025 -0.450 2.854  0.16


Entry 4:
Formula: C9H9F2O2
Source: OMol25
Level of theory: ωB97M-V/def2-TZVPD

## Properties
Net charge   -1
Energy   -698.60820 a.u.
F_max   2.1 eV Å⁻¹
E_LUMO   3.60 eV
ΔE to the lowest compared entry with this formula, charge and spin   0.00 kJ/mol
HOMO energy   -4.347 eV

Last column: Löwdin charge in e.
CARTESIAN COORDINATES (ANGSTROEM)
1 C 0.316 2.010 0.870  -0.02
2 C 0.386 0.657 0.213  -0.31
3 C 1.413 -0.392 0.652  -0.10
4 C 0.951 -1.453 -0.355  -0.27
5 C 0.927 -0.646 -1.627  0.02
6 C 0.562 0.581 -1.269  -0.24
7 F 0.392 1.634 -2.084  0.08
8 C -0.528 -1.663 0.058  -0.08
9 C -1.004 -0.287 0.505  -0.26
10 F -1.182 -0.272 1.885  0.00
11 C -2.290 0.326 -0.240  -0.68
12 O -2.650 1.424 0.178  -0.03
13 O -2.730 -0.384 -1.146  -0.04
14 H 0.411 1.907 1.949  0.08
15 H -0.658 2.447 0.651  0.07
16 H 1.105 2.666 0.500  0.08
17 H 1.289 -0.696 1.690  0.12
18 H 2.443 -0.065 0.482  0.12
19 H 1.533 -2.374 -0.398  0.13
20 H 1.064 -1.044 -2.615  0.11
21 H -1.143 -2.000 -0.777  0.11
22 H -0.609 -2.375 0.880  0.12


Entry 5:
Formula: C9H9FN2
Source: OMol25
Level of theory: ωB97M-V/def2-TZVPD

## Properties
Energy   -557.67691 a.u.
F_max   4.0 eV Å⁻¹
E_LUMO   0.29 eV
ΔE to the lowest compared entry with this formula, charge and spin   128.97 kJ/mol
HOMO energy   -8.166 eV

Last column: Löwdin charge in e.
CARTESIAN COORDINATES (ANGSTROEM)
1 C 0.516 1.202 2.054  -0.09
2 N -0.182 0.839 0.843  -0.06
3 C 0.276 -0.048 -0.112  -0.17
4 C 1.650 -0.423 -0.086  -0.02
5 C 2.100 -1.107 -1.201  -0.12
6 C 1.291 -1.492 -2.236  -0.10
7 C -0.097 -1.190 -2.186  0.01
8 C -0.588 -0.368 -1.145  -0.26
9 N -1.905 -0.024 -1.196  0.11
10 C -2.465 0.505 -0.163  -0.02
11 C -1.659 0.888 1.098  -0.27
12 F -1.969 0.000 2.108  -0.01
13 H -0.160 1.612 2.877  0.10
14 H 0.962 0.288 2.460  0.08
15 H 1.335 2.050 2.016  0.12
16 H 2.429 -0.165 0.634  0.11
17 H 3.051 -1.651 -1.009  0.12
18 H 1.561 -2.085 -3.040  0.07
19 H -0.693 -1.420 -3.145  0.14
20 H -3.513 0.791 -0.179  0.11
21 H -1.940 1.797 1.605  0.13


Entry 6:
Formula: C9H9MoO6
Source: OMol25
Level of theory: ωB97M-V/def2-TZVPD

## Properties
Net charge   +3
Energy   -866.53645 a.u.
⟨S²⟩   2.066
Spin multiplicity   3
F_max   8.9 eV Å⁻¹
E_LUMO (spin up / spin down)   -17.70 / -17.14 eV
ΔE to the lowest compared entry with this formula, charge and spin   0.00 kJ/mol
HOMO energy (spin up / spin down)   -23.234 / -23.247 eV

Last column: Löwdin charge in e.
CARTESIAN COORDINATES (ANGSTROEM)
1 O -0.010 1.914 -2.394  0.37
2 C -0.007 1.216 -1.498  -0.12
3 Mo 0.000 -0.043 -0.011  1.33
4 O -0.010 2.320 1.993  0.35
5 C -0.005 1.463 1.262  -0.11
6 C 0.008 -1.662 -1.391  -0.12
7 O -0.081 -2.820 -1.057  0.30
8 C 1.925 -0.201 -0.158  -0.17
9 O 3.045 -0.272 -0.262  0.33
10 C -1.927 -0.220 -0.156  -0.17
11 O -3.040 -0.301 -0.258  0.34
12 H 0.102 -1.342 -2.460  0.18
13 C -0.424 -0.784 3.914  -0.06
14 C 0.817 -1.723 3.805  -0.05
15 C 1.260 -1.395 2.359  -0.10
16 O -0.027 -1.385 1.628  -0.27
17 C -1.130 -1.127 2.587  -0.09
18 H -1.038 -0.982 4.745  0.14
19 H -0.075 0.237 3.895  0.12
20 H 0.488 -2.742 3.842  0.14
21 H 1.572 -1.495 4.505  0.14
22 H 1.660 -0.369 2.343  0.13
23 H 1.896 -2.115 1.953  0.13
24 H -1.639 -2.052 2.626  0.15
25 H -1.758 -0.307 2.289  0.11


Entry 7:
Formula: C9H9N2O
Source: OMol25
Level of theory: ωB97M-V/def2-TZVPD

## Properties
Net charge   +1
Energy   -532.83536 a.u.
F_max   3.6 eV Å⁻¹
E_LUMO   -5.44 eV
ΔE to the lowest compared entry with this formula, charge and spin   2.06 kJ/mol
HOMO energy   -13.770 eV

Last column: Löwdin charge in e.
CARTESIAN COORDINATES (ANGSTROEM)
1 C -1.639 -1.584 1.292  -0.02
2 C -1.446 -0.448 2.099  -0.03
3 C -1.214 -1.630 -0.017  -0.01
4 C -0.750 0.626 1.595  -0.03
5 C -0.635 -0.530 -0.559  -0.14
6 C -0.371 0.593 0.291  -0.19
7 C -0.053 -0.442 -1.941  -0.07
8 C 1.298 0.265 -1.775  -0.08
9 C 0.274 1.773 -0.253  0.01
10 N 3.311 1.408 1.468  0.14
11 N 2.429 0.961 0.966  0.08
12 O 1.047 1.583 -1.237  0.03
13 H -2.117 -2.479 1.781  0.15
14 H -1.660 -0.602 3.167  0.13
15 H -1.503 -2.519 -0.586  0.14
16 H -0.391 1.482 2.183  0.14
17 H 0.274 -1.411 -2.091  0.11
18 H -0.640 0.003 -2.795  0.17
19 H 2.006 -0.265 -1.059  0.15
20 H 1.649 0.440 -2.750  0.13
21 H 0.131 2.776 0.220  0.19


Entry 8:
Formula: C9H9N2O3P
Source: OMol25
Level of theory: ωB97M-V/def2-TZVPD

## Properties
Energy   -1024.70931 a.u.
F_max   4.1 eV Å⁻¹
E_LUMO   -1.18 eV
ΔE to the lowest compared entry with this formula, charge and spin   0.00 kJ/mol
HOMO energy   -8.651 eV

Last column: Löwdin charge in e.
CARTESIAN COORDINATES (ANGSTROEM)
1 H 2.869 1.282 2.335  -0.12
2 P 3.301 0.224 1.488  0.99
3 C 1.644 -0.029 1.290  -0.60
4 C 0.517 0.525 2.035  -0.19
5 C -0.035 1.815 1.175  -0.07
6 C -0.798 1.278 0.053  -0.24
7 O -1.711 2.083 -0.440  0.05
8 N -2.312 1.479 -1.474  0.10
9 C -1.838 0.264 -1.563  -0.26
10 C -2.396 -0.613 -2.635  -0.01
11 C -0.755 0.073 -0.657  -0.08
12 C 0.183 -0.964 -0.532  0.06
13 C 1.244 -1.010 0.284  -0.21
14 N 2.048 -2.212 0.263  -0.39
15 O 1.572 -3.243 -0.172  0.08
16 O 3.099 -2.173 0.778  -0.02
17 H -0.254 -0.282 1.999  0.13
18 H 0.772 0.936 3.063  0.12
19 H 0.950 2.367 0.765  0.16
20 H -0.422 2.566 1.913  0.13
21 H -2.492 -1.613 -2.365  0.06
22 H -3.385 -0.324 -2.980  0.09
23 H -1.817 -0.604 -3.518  0.07
24 H 0.016 -1.828 -1.101  0.12


Entry 9:
Formula: C9H9N3
Source: OMol25
Level of theory: ωB97M-V/def2-TZVPD

## Properties
Energy   -512.58070 a.u.
F_max   3.9 eV Å⁻¹
E_LUMO   0.33 eV
ΔE to the lowest compared entry with this formula, charge and spin   194.55 kJ/mol
HOMO energy   -8.045 eV

Last column: Löwdin charge in e.
CARTESIAN COORDINATES (ANGSTROEM)
1 C 0.046 -0.291 2.657  -0.05
2 C 0.374 -0.439 1.231  -0.26
3 N 1.455 -1.102 0.983  0.14
4 C 2.021 -0.688 -0.246  -0.39
5 N 3.374 -0.822 -0.085  0.14
6 N 1.344 -0.150 -1.257  0.14
7 C -0.004 -0.015 -1.148  -0.28
8 C -0.715 0.297 -2.326  -0.03
9 C -1.962 0.930 -2.169  -0.07
10 C -2.549 1.089 -0.837  -0.06
11 C -1.891 0.530 0.290  -0.03
12 C -0.603 0.012 0.117  -0.10
13 H -0.969 -0.841 2.935  0.13
14 H 0.973 -0.733 3.175  0.11
15 H -0.090 0.649 3.105  0.05
16 H 3.987 -0.507 -0.741  0.05
17 H 3.608 -1.702 0.408  0.12
18 H -0.340 0.100 -3.421  0.14
19 H -2.402 1.354 -3.089  0.10
20 H -3.299 1.797 -0.883  0.06
21 H -2.359 0.530 1.304  0.12


Entry 10:
Formula: C9H9N3O2
Source: OMol25
Level of theory: ωB97M-V/def2-TZVPD

## Properties
Energy   -663.03189 a.u.
F_max   8.1 eV Å⁻¹
E_LUMO   0.51 eV
ΔE to the lowest compared entry with this formula, charge and spin   360.61 kJ/mol
HOMO energy   -8.439 eV

Last column: Löwdin charge in e.
CARTESIAN COORDINATES (ANGSTROEM)
1 O -2.392 -0.368 2.567  -0.01
2 C -2.153 -0.808 1.393  -0.47
3 C -2.561 -0.380 0.219  -0.05
4 C -2.068 -0.813 -1.005  -0.13
5 N -0.985 -1.463 -1.114  0.10
6 C -0.459 -2.121 0.137  -0.41
7 O 0.607 -2.746 -0.060  0.01
8 N -1.048 -1.738 1.316  0.20
9 H -3.350 0.318 0.111  0.11
10 H -2.586 -0.511 -1.881  0.13
11 H -0.485 -1.625 -1.948  0.15
12 H -0.646 -2.045 2.227  0.19
13 C 2.397 2.133 -0.086  -0.12
14 C 1.308 2.400 -0.823  -0.10
15 C 0.335 1.384 -0.871  -0.11
16 N 0.563 0.091 -0.457  0.04
17 C 1.656 -0.176 0.375  -0.08
18 C 2.630 0.860 0.563  -0.04
19 H 3.286 2.754 -0.044  0.10
20 H 1.125 3.467 -1.308  0.15
21 H -0.566 1.593 -1.508  0.12
22 H 1.829 -1.067 0.970  0.10
23 H 3.564 0.861 1.226  0.12